C12H16Si as an isolated structure at a distorted geometry. Source: OMol25; level of theory: ωB97M-V/def2-TZVPD.

Last column: Löwdin charge in e.
Positions of all 29 atoms, in Å:
C -4.0419 -0.8485 0.3754  -0.12
C -3.0244 -1.8217 0.4988  -0.09
C -3.7906 0.4359 0.0784  -0.07
C -1.7283 -1.4326 0.2450  -0.04
C -1.9166 2.1732 -0.2090  -0.01
C -2.4909 0.9422 -0.1596  -0.19
C -1.3494 -0.0566 0.0144  -0.21
C -0.1853 0.6168 -0.0150  -0.10
C -0.3721 2.0702 -0.1658  -0.22
C 2.6509 -1.1525 -1.6383  -0.21
C 2.4032 -1.5010 1.2623  -0.18
C 2.9421 1.4458 -0.0216  -0.19
Si 2.1176 -0.2288 -0.0731  0.71
H -5.1227 -1.1772 0.4332  0.12
H -3.2306 -2.7639 0.9857  0.10
H -4.5329 1.1746 0.2578  0.10
H -0.8822 -2.0921 0.1991  0.09
H -2.4596 3.1553 -0.0403  0.13
H -0.0141 2.4585 -1.2116  0.14
H 0.1277 2.5687 0.6569  0.09
H 1.9284 -1.9952 -1.7894  0.04
H 2.6807 -0.3946 -2.4971  0.05
H 3.5917 -1.6455 -1.6512  0.01
H 3.4007 -1.3281 1.6401  0.03
H 1.8303 -1.5665 2.1165  0.00
H 2.4379 -2.4018 0.7596  0.00
H 3.9741 1.3731 0.1076  0.01
H 2.7337 2.0086 -0.8724  0.01
H 2.3227 1.9839 0.7138  0.03

Computed properties:
Gap between HOMO and LUMO (spin up / spin down)   6.205 / 7.442 eV
<S²>   2.0320
Spin multiplicity   3
ΔE to the lowest compared entry with this formula, charge and spin   0.00 kJ/mol



A 9-piece molecular cluster, C29H33ClF11O24PS overall at a distorted geometry. Source: OMol25; level of theory: ωB97M-V/def2-TZVPD.

Last column: Löwdin charge in e.
Positions of all 100 atoms, in Å:
C 3.9382 -2.4008 -1.6657  -0.35
P 3.7880 -0.5044 -1.4580  0.19
S 4.4849 -0.5437 0.5881  0.43
Cl 3.2079 -0.3445 -3.4944  0.20
C 2.0839 0.2177 -0.8493  -0.39
C 1.0375 -1.0575 -0.8911  -0.18
C -0.4629 -0.7270 -0.3189  -0.04
F -0.7765 -0.0037 0.9408  -0.04
C -1.6273 -1.2245 -1.1171  0.00
F -2.9772 -0.5678 -1.1290  -0.04
F -1.4231 -2.4860 -1.9166  -0.02
H 3.0746 -2.7548 -2.4089  0.05
H 3.7763 -3.0201 -0.6780  0.04
H 4.9503 -2.7227 -2.2073  0.09
H 4.8653 0.4345 -1.7329  0.00
H 4.6810 -1.8862 0.9494  -0.14
H 2.2664 0.5756 0.2578  0.05
H 1.7387 1.1500 -1.4667  0.10
H 1.0469 -1.5360 -1.9793  0.12
H 1.5193 -1.8890 -0.1855  0.13
O 3.8207 -2.6346 -5.9493  0.12
C 4.4315 -1.9183 -6.7251  -0.51
O 4.0869 -1.7385 -8.0367  0.08
C 4.9552 -0.7459 -8.5453  -0.07
C 6.1233 -0.8352 -7.6238  -0.32
F 6.7108 0.3728 -7.4713  0.07
O 5.5447 -1.2060 -6.3931  0.13
H 4.4565 0.2283 -8.5039  0.15
H 5.2270 -0.9570 -9.5830  0.15
H 6.8712 -1.5793 -7.9180  0.18
O 8.8059 5.5778 -6.4367  0.15
C 8.9216 4.4925 -6.9813  -0.50
O 9.4197 3.3757 -6.3682  0.08
C 9.2636 2.3127 -7.2867  -0.08
C 9.2006 3.0230 -8.5956  -0.33
F 8.4106 2.3577 -9.4678  0.08
O 8.5778 4.2467 -8.2767  0.14
H 8.3429 1.7663 -7.0565  0.13
H 10.1067 1.6188 -7.2302  0.15
H 10.1786 3.2150 -9.0496  0.18
O -8.7645 -2.1288 -0.4280  0.14
C -7.5891 -2.3636 -0.6542  -0.49
O -6.6067 -1.4118 -0.6742  0.09
C -5.3845 -2.1028 -0.8383  -0.08
C -5.8176 -3.3788 -1.4753  -0.32
F -5.0101 -4.3992 -1.1086  0.09
O -7.0958 -3.6045 -0.9254  0.12
H -4.9193 -2.2549 0.1414  0.16
H -4.6953 -1.5357 -1.4697  0.10
H -5.8892 -3.3337 -2.5672  0.18
O 5.1486 0.0563 3.5514  0.09
C 4.0484 -0.0850 4.0589  -0.53
O 2.9487 0.6572 3.7255  0.06
C 1.8606 0.0996 4.4349  -0.08
C 2.5342 -0.5820 5.5765  -0.34
F 1.8455 -1.6817 5.9560  0.08
O 3.7669 -0.9960 5.0323  0.14
H 1.3217 -0.5969 3.7839  0.15
H 1.1679 0.8782 4.7655  0.11
H 2.7126 0.0638 6.4429  0.16
O -0.8514 0.3563 -6.1986  0.15
C -1.9516 0.2150 -5.6911  -0.50
O -3.0513 0.9572 -6.0245  0.08
C -4.1394 0.3996 -5.3151  -0.07
C -3.4658 -0.2820 -4.1735  -0.34
F -4.1545 -1.3817 -3.7940  0.07
O -2.2331 -0.6960 -4.7177  0.14
H -4.6783 -0.2969 -5.9661  0.15
H -4.8321 1.1782 -4.9845  0.15
H -3.2874 0.3638 -3.3071  0.17
O -0.5966 0.4775 5.7924  0.14
C -0.3091 1.1387 6.7762  -0.48
O 0.9635 1.5269 7.0946  0.05
C 0.8523 2.3766 8.2187  -0.06
C -0.4473 1.9556 8.8150  -0.32
F -1.0616 2.9982 9.4177  0.08
O -1.2151 1.5742 7.6961  0.16
H 0.8474 3.4200 7.8858  0.15
H 1.6912 2.2312 8.9046  0.15
H -0.3697 1.1146 9.5122  0.18
O -12.3296 -7.2322 -0.3456  0.14
C -11.3711 -6.5338 -0.0602  -0.50
O -11.0616 -5.3606 -0.6919  0.08
C -9.9726 -4.8017 0.0150  -0.08
C -9.3670 -5.9948 0.6717  -0.33
F -8.8091 -5.6616 1.8572  0.08
O -10.4739 -6.8310 0.9214  0.14
H -10.3464 -4.0659 0.7349  0.15
H -9.2770 -4.3040 -0.6662  0.11
H -8.6366 -6.5260 0.0520  0.18
O 0.9834 6.9454 9.2690  0.14
C -0.1167 6.8040 9.7765  -0.50
O -1.2165 7.5462 9.4431  0.08
C -2.3045 6.9886 10.1525  -0.08
C -1.6309 6.3070 11.2941  -0.33
F -2.3197 5.2073 11.6736  0.08
O -0.3983 5.8930 10.7499  0.13
H -2.8434 6.2921 9.5015  0.15
H -2.9972 7.7672 10.4831  0.15
H -1.4525 6.9528 12.1605  0.18

Computed properties:
Gap between HOMO and LUMO   8.482 eV
Structure (SMILES)   C[PH](S)(Cl)CCC(F)=C(F)F.O=C1OC[C@@H](F)O1.O=C1OC[C@@H](F)O1.O=C1OC[C@@H](F)O1.O=C1OC[C@@H](F)O1.O=C1OC[C@@H](F)O1.O=C1OC[C@@H](F)O1.O=C1OC[C@@H](F)O1.O=C1OC[C@@H](F)O1



One molecule with the formula C16H21NO5. Source: OMol25; level of theory: ωB97M-V/def2-TZVPD.

Last column: Löwdin charge in e.
Positions of all 43 atoms, in Å:
C 4.0377 1.5075 -1.2890  -0.06
C 4.2792 0.3196 -0.3672  -0.21
O 3.1304 -0.5191 -0.2834  -0.02
C 2.1647 -0.1347 0.5755  -0.43
O 2.2668 0.8529 1.2688  0.09
C 1.0146 -1.0323 0.5405  -0.03
C 0.8213 -2.1051 -0.3361  -0.21
C 1.6878 -2.6511 -1.4080  0.00
N -0.3760 -2.6350 -0.0600  0.16
C -1.0089 -1.9277 0.9347  -0.15
C -2.3674 -2.3154 1.2807  -0.34
O -2.7680 -3.4553 1.1762  0.10
C -3.2889 -1.1870 1.7446  -0.06
O -3.0343 0.0331 1.0579  -0.01
C -2.9626 -0.0624 -0.2824  -0.45
O -3.1358 -1.1022 -0.8725  0.13
C -2.6183 1.2090 -0.9444  -0.13
C -2.7654 2.5377 -0.2458  -0.05
C -1.4024 1.9878 -0.4731  -0.27
C -0.4810 2.5876 -1.5009  -0.05
C -0.1481 -0.9237 1.3532  -0.14
C -0.3200 -0.0077 2.5157  -0.01
H 4.9485 2.0928 -1.3770  0.08
H 3.2521 2.1376 -0.8793  0.07
H 3.7385 1.1645 -2.2768  0.08
H 4.5387 0.6714 0.6370  0.12
H 5.0732 -0.3234 -0.7533  0.12
H 1.1862 -3.4714 -1.9164  0.08
H 2.6272 -3.0085 -0.9902  0.09
H 1.9307 -1.8754 -2.1313  0.09
H -0.8271 -3.3978 -0.5426  0.18
H -4.3226 -1.5079 1.5765  0.15
H -3.1356 -0.9751 2.8045  0.14
H -2.7865 1.1683 -2.0129  0.15
H -3.1667 2.5278 0.7552  0.11
H -3.0945 3.3701 -0.8493  0.11
H -0.8846 1.5836 0.3855  0.12
H -1.0414 2.9930 -2.3400  0.08
H 0.2101 1.8337 -1.8738  0.07
H 0.1016 3.3897 -1.0515  0.08
H -1.2447 0.5599 2.4486  0.07
H 0.5191 0.6794 2.5637  0.07
H -0.3475 -0.5887 3.4381  0.09

Computed properties:
Gap between HOMO and LUMO   9.210 eV
Structure (SMILES)   CCOC(=O)c1c(C)[nH]c(C(=O)COC(=O)[C@H]2C[C@@H]2C)c1C
ΔE to the lowest compared entry with this formula, charge and spin   134.68 kJ/mol



C18H28ErF6N7O4S2 as an isolated structure at a distorted geometry. Source: OMol25; level of theory: ωB97M-V/def2-TZVPD.

Last column: Löwdin charge in e.
Positions of all 66 atoms, in Å:
Er 0.1312 -0.3039 -0.1758  1.50
F 0.3665 -2.0592 -3.7431  0.19
C -0.5450 -2.3090 -2.8269  -0.57
F -1.6079 -2.8546 -3.3576  0.22
F -0.9537 -1.0553 -2.3407  0.01
S 0.1729 -3.2077 -1.2934  0.69
O -0.3788 -2.3105 -0.2710  -0.40
O -0.2431 -4.5422 -1.2818  -0.14
N 1.7218 -2.9897 -1.4254  -0.24
S 2.3076 -1.5953 -1.0496  0.69
O 2.1852 -1.2614 0.3598  -0.32
O 1.6474 -0.5196 -1.7859  -0.36
C 4.1295 -1.6981 -1.5174  -0.66
F 4.7696 -2.3598 -0.5780  0.21
F 4.2300 -2.3064 -2.6733  0.21
F 4.6051 -0.4684 -1.5971  0.20
C -0.2027 -2.3674 2.8569  -0.03
N 0.8408 -1.4086 3.1598  -0.13
C 2.1361 -2.0113 3.4137  -0.02
C 0.6828 -0.1023 2.8644  -0.37
N -0.2529 0.2338 1.9441  -0.04
C -0.9758 1.4510 2.0864  -0.25
C -1.2927 1.9804 3.3366  -0.02
C -1.9769 3.1782 3.4459  -0.05
C -2.3402 3.8716 2.3038  -0.05
C -2.0832 3.3336 1.0539  -0.03
C -1.4422 2.1016 0.9233  -0.24
N -1.1688 1.5177 -0.3556  -0.04
C -2.0586 1.7481 -1.3550  -0.37
N -3.3867 1.8367 -1.1508  -0.13
C -4.2474 2.7371 -1.9016  -0.02
C -4.0255 1.2206 -0.0068  -0.01
N -1.5687 1.8678 -2.6087  -0.13
C -2.3109 1.5346 -3.8136  -0.02
C -0.1549 2.1461 -2.7953  -0.02
N 1.4478 0.8164 3.4863  -0.13
C 1.9284 0.6745 4.8473  -0.02
C 1.7295 2.0879 2.8596  -0.01
H -0.3977 -2.9504 3.7584  0.11
H 0.1073 -3.0516 2.0622  0.09
H -1.1242 -1.8564 2.5642  0.10
H 2.4350 -2.6013 2.5401  0.09
H 2.0918 -2.6722 4.2802  0.11
H 2.8941 -1.2539 3.5826  0.09
H -1.0103 1.4307 4.2204  0.13
H -2.2178 3.5747 4.4177  0.12
H -2.8348 4.8257 2.3821  0.12
H -2.3681 3.8758 0.1650  0.12
H -3.6603 3.3450 -2.5838  0.09
H -4.7542 3.4034 -1.1980  0.11
H -5.0128 2.1911 -2.4571  0.11
H -3.4016 0.4137 0.3862  0.10
H -4.9829 0.8125 -0.3317  0.11
H -4.2178 1.9390 0.7934  0.10
H -3.1931 0.9505 -3.5690  0.10
H -1.6767 0.9406 -4.4726  0.10
H -2.6175 2.4316 -4.3552  0.11
H 0.1872 2.8496 -2.0297  0.11
H -0.0251 2.6166 -3.7703  0.11
H 0.4747 1.2387 -2.7669  0.07
H 1.5686 -0.2501 5.2875  0.10
H 1.5508 1.5086 5.4431  0.11
H 3.0176 0.7008 4.8917  0.11
H 1.5925 2.0044 1.7717  0.10
H 2.7651 2.3546 3.0692  0.11
H 1.0877 2.8888 3.2352  0.10

Computed properties:
Gap between HOMO and LUMO (spin up / spin down)   8.001 / 8.122 eV
<S²>   3.7527
Total charge   +2
Spin multiplicity   4



C36H40FN3OSbSiZn as an isolated structure. Source: OMol25; level of theory: ωB97M-V/def2-TZVPD.

Last column: Löwdin charge in e.
Positions of all 84 atoms, in Å:
Zn 0.6141 -0.4411 0.4821  0.56
C 2.2924 -0.9960 4.5781  -0.16
Si 0.9395 -0.2107 3.5807  0.35
C -0.5126 0.2350 4.6504  -0.16
C 1.5765 1.3633 2.7879  -0.18
N 0.4702 -1.1948 2.2248  -0.17
C -0.1370 -2.4421 2.2992  -0.32
C -0.4314 -3.1352 3.4848  -0.03
C -1.0421 -4.3811 3.4686  -0.08
C -1.3961 -4.9981 2.2758  -0.09
C -1.1286 -4.3472 1.0776  -0.02
C -0.5188 -3.1228 1.1388  -0.21
F -0.2565 -2.4782 -0.0741  -0.03
H 2.6245 -0.3172 5.3696  0.04
H 3.1542 -1.2207 3.9427  0.03
H 1.9752 -1.9268 5.0544  0.03
H -0.2100 0.8971 5.4676  0.04
H -0.9932 -0.6402 5.0955  0.03
H -1.2638 0.7593 4.0515  0.03
H 1.9851 2.0466 3.5391  0.05
H 0.7580 1.8981 2.2902  0.02
H 2.3773 1.1719 2.0624  0.02
H -0.1730 -2.6817 4.4348  0.09
H -1.2476 -4.8763 4.4086  0.11
H -1.8739 -5.9672 2.2722  0.11
H -1.3862 -4.7759 0.1173  0.12
C 1.0752 3.7188 -0.5576  -0.06
C -0.3806 4.0942 -0.4355  -0.31
C -0.7511 5.4151 -0.2078  -0.03
C -2.0889 5.7802 -0.1141  -0.06
C -3.0870 4.8278 -0.2507  -0.07
C -2.7431 3.5018 -0.4807  -0.10
C -1.4012 3.1443 -0.5707  -0.33
Sb -0.9389 1.1276 -0.9538  1.60
C -2.8473 0.2439 -1.1328  -0.34
C -3.4034 0.1384 -2.4054  -0.12
C -4.6443 -0.4605 -2.5746  -0.07
C -5.3201 -0.9527 -1.4675  -0.06
C -4.7665 -0.8343 -0.1999  -0.03
C -3.5261 -0.2332 -0.0053  -0.30
C -2.9792 -0.0610 1.3889  -0.06
C -0.3065 1.2245 -2.9754  -0.34
C -0.2228 2.4728 -3.5883  -0.12
C 0.2057 2.5837 -4.9048  -0.07
C 0.5446 1.4399 -5.6100  -0.06
C 0.4466 0.1939 -5.0047  -0.04
C 0.0232 0.0593 -3.6857  -0.31
C -0.0984 -1.3152 -3.0797  -0.06
H 1.7160 4.5960 -0.4880  0.09
H 1.2802 3.2427 -1.5213  0.06
H 1.3784 3.0296 0.2335  0.06
H 0.0205 6.1695 -0.1071  0.12
H -2.3496 6.8157 0.0631  0.11
H -4.1294 5.1102 -0.1800  0.11
H -3.5213 2.7555 -0.5905  0.10
H -2.8707 0.5177 -3.2698  0.10
H -5.0773 -0.5392 -3.5628  0.11
H -6.2860 -1.4270 -1.5885  0.11
H -5.3077 -1.2120 0.6600  0.12
H -3.6410 -0.5095 2.1276  0.09
H -2.8787 0.9998 1.6394  0.08
H -1.9973 -0.5248 1.5164  0.03
H -0.5065 3.3674 -3.0456  0.10
H 0.2631 3.5563 -5.3752  0.11
H 0.8751 1.5134 -6.6384  0.11
H 0.6943 -0.6974 -5.5704  0.12
H 0.0639 -2.0868 -3.8308  0.09
H -1.0861 -1.4815 -2.6433  0.07
H 0.6455 -1.4758 -2.2962  0.05
N 4.8330 -3.9284 1.0083  0.19
C 5.3534 -3.0558 0.1136  -0.49
O 6.4882 -3.1293 -0.3031  0.08
C 4.4601 -1.9379 -0.3755  -0.09
C 4.9694 -1.0989 -1.3586  0.04
C 4.1987 -0.0545 -1.8401  0.00
C 2.9321 0.1259 -1.3209  -0.10
N 2.4396 -0.6777 -0.3689  -0.03
C 3.1882 -1.6875 0.0963  -0.05
H 5.4307 -4.6702 1.3328  0.12
H 3.8874 -3.8987 1.3392  0.09
H 5.9710 -1.2898 -1.7223  0.14
H 4.5686 0.6117 -2.6066  0.12
H 2.2811 0.9162 -1.6759  0.10
H 2.7270 -2.2716 0.8851  0.11

Computed properties:
Gap between HOMO and LUMO   7.303 eV
Total charge   +1



C21H39Cl3MnN7O3Si as an isolated structure at a distorted geometry. Source: OMol25; level of theory: ωB97M-V/def2-TZVPD.

Last column: Löwdin charge in e.
Positions of all 75 atoms, in Å:
C -0.8472 1.2689 -4.2729  -0.03
C -0.2616 -0.0206 -4.7665  -0.24
H -0.3990 2.1198 -4.7999  0.07
H -0.6741 1.3980 -3.1929  0.09
H -1.9344 1.2783 -4.4654  0.09
C 0.3706 -0.1719 -5.9299  -0.10
C 0.5212 0.8928 -6.9674  -0.10
H 0.8299 -1.1311 -6.1918  0.11
H 0.7400 1.8878 -6.5559  0.07
H -0.3767 0.9863 -7.5978  0.08
H 1.3526 0.5834 -7.6136  0.07
Mn -1.2157 2.5456 3.6566  -0.16
Cl -3.2283 1.9952 4.5016  -0.13
Cl -1.2444 2.4185 1.3781  -0.07
C -1.5713 -0.3629 3.1412  -0.38
O -0.6306 0.2821 3.6514  -0.13
N -1.5142 -1.6853 2.9414  -0.18
C -0.2732 -2.4077 3.2053  -0.04
C -2.6657 -2.4776 2.5156  -0.05
H -2.5053 0.1466 2.8293  0.07
H 0.3941 -1.7784 3.8017  0.09
H 0.2230 -2.6609 2.2534  0.07
H -0.4999 -3.3387 3.7412  0.08
H -3.5378 -1.8114 2.4660  0.09
H -2.8614 -3.2981 3.2254  0.09
H -2.4866 -2.9234 1.5236  0.07
H 1.4179 5.4673 0.9278  0.10
H 1.6832 2.8744 0.3003  0.07
C 2.1286 5.3036 1.7556  -0.07
C 2.5403 2.9761 0.9831  -0.06
N 2.2136 3.8874 2.0645  -0.20
H 1.7726 5.8136 2.6587  0.06
C 1.7766 3.3993 3.2389  -0.44
O 1.5110 2.2013 3.4503  -0.09
H 2.7751 1.9862 1.3896  0.09
H 1.6838 4.1822 4.0233  0.07
H 3.1188 5.6903 1.4627  0.08
H 3.3936 3.3864 0.4270  0.08
O 0.6575 -1.1664 -2.8800  -0.18
C -0.4212 -1.1955 -3.8080  -0.31
C 0.5863 -3.3624 -4.7670  -0.04
C -0.5107 -2.5386 -4.5187  -0.19
H 1.5732 -3.0610 -4.4146  0.12
C 0.4059 -4.5403 -5.5001  -0.09
H -1.3876 -1.0234 -3.3031  0.15
C -1.7684 -2.8886 -5.0184  -0.03
H 1.2603 -5.1822 -5.6948  0.10
C -0.8458 -4.8894 -6.0055  -0.10
C -1.9340 -4.0485 -5.7667  -0.09
H -2.5837 -2.1873 -4.8373  0.12
H -0.9777 -5.8015 -6.5908  0.10
H -2.9133 -4.2902 -6.1743  0.10
Si 0.7750 -1.5955 -1.2705  0.40
Cl -0.7255 4.7225 3.9421  -0.07
C 2.5395 -2.1381 -0.9741  -0.16
C -0.4130 -3.0151 -0.9819  -0.15
C 0.3289 -0.0871 -0.2827  -0.18
H 2.9059 -2.8295 -1.7418  0.02
H 2.6401 -2.6462 -0.0071  0.03
H 3.2201 -1.2793 -0.9592  0.03
H 1.0172 0.7358 -0.5110  0.02
H 0.3593 -0.2582 0.8001  0.02
H -0.6777 0.2665 -0.5307  0.01
H -0.2639 -3.8138 -1.7219  0.03
H -1.4486 -2.6613 -1.0638  0.03
H -0.2692 -3.4402 0.0204  0.01
N -1.1071 3.1586 9.1170  0.11
N -0.5468 2.7313 7.9811  -0.31
N 0.6739 2.2368 7.8872  0.10
C 0.7284 1.9568 6.5499  -0.18
N -0.4094 2.2931 5.9204  -0.05
N -1.2497 2.7927 6.8514  0.08
H -2.0221 3.5309 9.0206  0.10
H -0.5285 3.0841 9.9462  0.10
H 1.6130 1.5271 6.1286  0.10

Computed properties:
Gap between HOMO and LUMO (spin up / spin down)   6.236 / 7.599 eV
<S²>   8.7549
Total charge   -1
Spin multiplicity   6
ΔE to the lowest compared entry with this formula, charge and spin   0.00 kJ/mol



Summary of total energy in eV
-20576.37359, -142280.96093, -28660.83234, -103324.66138, -110047.73703, -115754.37845
(order as listed above)